[1]
A structure of composition C9H16Br2NO13S4, computed with wB97M-V/def2-TZVPD.

Its LUMO energy is 2.051 eV.

Geometry as ORCA input:
```
! wB97M-V def2-TZVPD RIJCOSX def2/J DEFGRID3
* xyz -1 1
C -1.51673 2.20759 -4.25090
C -2.46516 1.37919 -3.40577
Br -3.99774 0.86754 -4.55835
C -1.89033 0.08536 -2.87457
S -0.75326 0.30150 -1.48648
O 0.26004 -0.70779 -1.68725
O -0.22000 1.63936 -1.55164
N -1.57405 -0.07492 -0.18079
S -1.17364 0.70173 1.14746
O -1.93423 1.91295 1.32492
O 0.22605 0.84197 1.42039
C -1.84906 -0.41728 2.36913
C -1.21330 -1.77930 2.52912
O -1.88854 -2.74044 2.83939
Br 0.68514 -2.03910 2.31008
H -0.77385 1.57050 -4.70798
H -0.99546 2.86973 -3.56992
H -2.02825 2.83491 -4.96061
H -2.88775 1.94158 -2.59248
H -1.42719 -0.52501 -3.63107
H -2.71091 -0.49566 -2.47321
H -2.87658 -0.61597 2.10888
H -1.85967 0.13952 3.29378
C 2.41542 2.22631 -3.96252
C 3.59345 1.34083 -4.28859
O 3.78567 1.50896 -5.70541
S 3.39669 3.00268 -6.12015
O 4.57522 3.78881 -6.19111
O 2.49167 2.93923 -7.20841
O 2.61062 3.39339 -4.79021
H 1.46768 1.75962 -4.22539
H 2.38010 2.51224 -2.91569
H 3.40764 0.29815 -4.05115
H 4.49976 1.67510 -3.77977
C 0.57004 -4.11602 7.00228
C -0.89472 -3.78191 6.81788
O -0.99819 -2.41504 7.23721
S 0.35452 -1.63515 6.86876
O 0.17609 -0.96674 5.63914
O 0.81763 -0.97361 8.03135
O 1.26103 -2.93058 6.60026
H 0.80622 -4.31710 8.04986
H 0.88740 -4.95473 6.38931
H -1.54691 -4.40641 7.42138
H -1.19257 -3.84602 5.76882
*
```

---

[2]
A structure of composition C8H12Cl2OZr, computed with wB97M-V/def2-TZVPD.

Its LUMO energy is -0.122 eV.

Geometry as ORCA input:
```
! wB97M-V def2-TZVPD RIJCOSX def2/J DEFGRID3
* xyz 0 1
Zr 1.37094 0.94589 1.15557
Cl 2.57358 2.08992 -0.53169
Cl 1.73685 1.24813 3.48561
C -0.17321 2.22135 1.12890
H -0.74987 2.40905 2.03853
H -0.38926 2.92012 0.32333
C 0.06494 -0.74559 0.68538
C -0.67461 0.46373 0.51230
H 0.09945 -1.11778 1.72107
C -1.23954 0.73758 -0.95206
H -1.55854 0.47909 1.18143
C -1.70388 -0.54755 -1.64365
H -2.06621 1.45450 -0.82401
H -0.46932 1.25154 -1.54665
C -0.61865 -1.61987 -1.67144
H -2.59113 -0.94158 -1.13364
H -2.02705 -0.30821 -2.66302
C 0.05350 -1.89817 -0.30395
H -1.02203 -2.57107 -2.04775
H 0.14786 -1.32274 -2.40317
H -0.44597 -2.76714 0.16281
H 1.07881 -2.25075 -0.50414
O 4.82148 -0.10817 2.15280
C 3.78188 -0.02226 1.67743
*
```

---

[3]
A cluster of 4 separate species, C19H35N4O9S in total, computed with wB97M-V/def2-TZVPD.

Its LUMO energy is -3.267 eV.

Geometry as ORCA input:
```
! wB97M-V def2-TZVPD RIJCOSX def2/J DEFGRID3
* xyz 1 1
C 1.74454 2.29443 -4.76395
C 2.32302 2.15974 -3.72667
N 2.97591 2.01327 -2.55517
N 4.33505 1.73694 -2.52772
C 4.67153 1.64715 -1.24604
N 3.65742 1.83394 -0.44912
C 2.58998 2.06016 -1.23851
N 1.38524 2.28708 -0.78514
C 0.15346 2.46771 -1.55880
C -0.41609 1.16597 -2.12836
C -1.26539 0.28736 -1.19479
S -0.77501 0.46595 0.54571
H 1.22721 2.41546 -5.68918
H 4.88223 1.64310 -3.36947
H 5.68613 1.43685 -0.94508
H 1.31781 2.28615 0.22360
H -0.56168 2.94535 -0.89157
H 0.35152 3.17396 -2.36119
H 0.38538 0.57507 -2.57569
H -1.06299 1.46858 -2.95535
H -2.32323 0.52177 -1.28978
H -1.14442 -0.75686 -1.47355
H -1.02900 -0.73362 1.07550
C -2.04677 9.31700 -0.20277
C -2.02752 8.55922 -1.51028
O -1.69499 7.16761 -1.31326
C -2.70150 6.39762 -0.91673
O -3.83809 6.73286 -0.72467
O -2.22510 5.15644 -0.73131
C -3.19662 4.21966 -0.26129
H -1.09862 9.19674 0.32184
H -2.20612 10.37784 -0.39273
H -2.84801 8.95979 0.44260
H -1.24850 8.93218 -2.17141
H -2.98302 8.62719 -2.02745
H -4.07500 4.19831 -0.90211
H -3.49807 4.44549 0.75969
H -2.70694 3.24817 -0.28074
C -1.49311 -6.58552 1.93151
C -2.36566 -5.95492 0.86960
O -3.35530 -5.07735 1.44351
C -2.92802 -3.86983 1.77529
O -1.81255 -3.43318 1.60784
O -3.94162 -3.18251 2.30288
C -3.54902 -1.91055 2.82007
H -2.10730 -7.09596 2.67304
H -0.82274 -7.31452 1.47641
H -0.88881 -5.83556 2.44111
H -2.94703 -6.70507 0.33875
H -1.77410 -5.39854 0.14303
H -2.93089 -1.39648 2.09043
H -2.98457 -2.03178 3.74348
H -4.45767 -1.35097 3.01728
C 1.64602 -3.12446 0.93283
C 1.87001 -4.45543 0.25180
O 3.23936 -4.87889 0.34175
C 3.57258 -5.46306 1.49583
O 2.83376 -5.66364 2.42432
O 4.86921 -5.75589 1.45253
C 5.38120 -6.36873 2.64277
H 2.33090 -2.37251 0.53555
H 0.61890 -2.79697 0.76936
H 1.80999 -3.20509 2.00653
H 1.67385 -4.38744 -0.81715
H 1.22335 -5.22526 0.67103
H 4.79221 -7.24301 2.90829
H 5.37406 -5.65858 3.46743
H 6.40012 -6.65819 2.40726
*
```

---

[4]
A cluster of 13 separate species, C23H65FN2O17P2 in total, computed with wB97M-V/def2-TZVPD.

Its LUMO energy is -2.045 eV.

Geometry as ORCA input:
```
! wB97M-V def2-TZVPD RIJCOSX def2/J DEFGRID3
* xyz 0 1
C -1.89161 -1.13457 -2.53794
C -0.89030 0.01163 -2.26687
C 0.52831 -0.54508 -2.13986
N 0.89593 -0.80692 -0.72559
C 2.17378 -0.37147 -0.39210
C 3.22764 -1.17793 -0.16537
C 3.18335 -2.67220 -0.25133
C 2.31319 -3.30578 0.84097
F 2.67586 -3.01488 -1.51014
C 4.50882 -0.57270 0.19929
O 5.50449 -1.22279 0.47486
C 4.63210 0.91576 0.27258
P 6.31995 1.48198 0.73385
N 6.47514 1.40645 2.29051
C 3.59024 1.73433 0.07180
P 3.67345 3.53562 0.20189
O 4.75381 4.01893 1.05951
O 3.73394 4.01327 -1.30067
O 2.24702 4.03649 0.71699
C 2.28448 1.12133 -0.29445
O 1.29388 1.80120 -0.54679
H -2.77061 -1.03512 -1.90993
H -1.43147 -2.08840 -2.30566
H -2.21803 -1.11542 -3.56928
H -1.13760 0.49312 -1.32973
H -0.92657 0.75640 -3.04954
H 0.64571 -1.44236 -2.73635
H 1.21216 0.19134 -2.54914
H 0.80451 -1.79083 -0.52764
H 4.18232 -3.07735 -0.19845
H 2.06469 -2.56603 1.59054
H 1.38636 -3.61737 0.37395
H 2.80751 -4.15889 1.26721
H 6.51052 2.74613 0.16085
H 7.17238 0.60590 0.04353
H 6.66383 2.31880 2.68386
H 3.82243 4.97031 -1.34769
H 1.97879 3.44993 1.43265
C -3.07111 0.29471 -6.77272
O -2.66773 0.67805 -5.45884
H -2.18330 -0.00531 -7.32592
H -3.76755 -0.54517 -6.72300
H -3.54544 1.13700 -7.28094
H -3.46186 0.93818 -4.98556
C -0.82762 1.02966 2.48069
O 0.46273 0.51464 2.16162
H -0.73480 1.59550 3.40576
H -1.19018 1.69460 1.69242
H -1.54442 0.21945 2.63249
H 0.37782 0.01317 1.34122
C 1.20128 0.61397 5.83332
O 1.19001 1.94676 5.31501
H 1.15821 0.67399 6.91908
H 0.33619 0.05136 5.47165
H 2.11707 0.09624 5.54145
H 1.23203 1.87418 4.35779
C 1.10689 -7.40436 1.69164
O 1.07069 -6.10193 1.11184
H 1.00695 -7.28622 2.76690
H 0.28272 -8.02138 1.32476
H 2.05548 -7.90285 1.47648
H 1.15902 -6.20691 0.16147
C 0.04489 3.76257 -3.15454
O -0.55887 2.85003 -4.07033
H 0.26304 3.21798 -2.23914
H 0.97835 4.16431 -3.55950
H -0.63134 4.59030 -2.92289
H -0.75191 3.32898 -4.87833
C -4.73957 3.75987 -6.95654
O -5.61332 2.64799 -6.77588
H -3.93437 3.66568 -6.23186
H -4.31258 3.76367 -7.96301
H -5.26511 4.70217 -6.78450
H -6.32502 2.73204 -7.41601
C 7.04637 -2.02988 3.97585
O 6.56961 -3.02761 3.07228
H 7.23728 -2.50902 4.93354
H 7.97237 -1.58253 3.61021
H 6.29709 -1.24579 4.10495
H 6.38519 -2.60760 2.22938
C -3.40788 -3.65029 -6.64165
O -4.45208 -2.86309 -6.07530
H -2.46511 -3.16740 -6.39859
H -3.40778 -4.66012 -6.22367
H -3.50652 -3.71021 -7.72892
H -5.28547 -3.28784 -6.28796
C -2.02288 2.73363 6.64921
O -0.84392 2.88863 7.42859
H -2.81448 3.31042 7.11756
H -1.86203 3.11070 5.63381
H -2.32316 1.68361 6.61136
H -0.15489 2.37563 6.99731
C -5.09386 2.08238 8.45047
O -4.72784 0.91158 7.71998
H -4.18687 2.61911 8.70892
H -5.73086 2.72757 7.83914
H -5.62098 1.80773 9.36769
H -5.54201 0.45423 7.50135
C 3.66372 -2.76289 5.43703
O 3.50462 -3.08850 4.06351
H 2.80186 -2.18533 5.76303
H 3.73051 -3.66938 6.04511
H 4.56426 -2.15909 5.57724
H 4.27959 -3.59624 3.79899
C -8.93828 1.32910 -6.33439
O -9.18955 1.88494 -7.62668
H -9.43332 1.95535 -5.59802
H -9.33939 0.31466 -6.26766
H -7.86586 1.31203 -6.12632
H -8.75509 1.32570 -8.27383
*
```

---

| no. | DFT total energy (eV) |
| --- | --- |
| 1 | -221125.7800 |
| 2 | -36863.9146 |
| 3 | -55485.6098 |
| 4 | -83983.0738 |